(1)
# C6H13NO

A single C6H13NO molecule in a non-equilibrium geometry (ωB97M-V/def2-TZVPD, the Open Molecules 2025 dataset).

Geometry as XYZ:
```
21
C6H13NO | the Open Molecules 2025 dataset | ωB97M-V/def2-TZVPD
C 1.32 -1.71 -2.38
O 2.38 -0.93 -1.74
C 0.00 -1.09 -1.90
C -0.18 -1.33 -0.32
C -1.08 -0.27 0.29
C -0.46 0.66 1.03
N -0.91 1.87 1.54
C -0.53 2.55 2.78
H 1.46 -1.56 -3.47
H 1.36 -2.73 -1.99
H 1.92 -0.18 -1.37
H 0.08 0.02 -2.02
H -0.87 -1.59 -2.28
H -0.62 -2.32 -0.22
H 0.81 -1.29 0.21
H -2.12 -0.46 0.04
H 0.57 0.34 1.30
H -1.85 1.93 1.19
H -1.29 2.21 3.49
H -0.45 3.65 2.71
H 0.47 2.24 3.12
```

Output
Relative energy (zero: lowest compared OMol25 entry of this formula, charge and spin)   262.6 kJ/mol
SMILES string   CN/C=C/CCCO
Largest force on an atom   0.0437 hartree/bohr
Multiplicity   1
Energy   -366.333901 Ha
LUMO   0.0371 Eh
HOMO   -0.28258 hartree

=====

(2)
# C6H14Si

2 unconnected molecules or ions with the total composition C6H14Si in a non-equilibrium geometry (ωB97M-V/def2-TZVPD, the Open Molecules 2025 dataset).

Geometry as XYZ:
```
21
C6H14Si | the Open Molecules 2025 dataset | ωB97M-V/def2-TZVPD
C -0.77 -0.13 1.48
C -1.03 -0.36 -0.06
C -2.06 0.51 -0.68
C -1.20 -1.72 -0.74
C 0.99 2.31 0.28
C 3.22 -1.17 -0.07
Si 0.59 0.49 0.35
H -1.41 0.64 2.01
H -0.62 -1.03 2.07
H -2.04 0.56 -1.79
H -2.01 1.55 -0.38
H -3.03 0.05 -0.51
H -2.08 -2.17 -0.21
H -0.35 -2.35 -0.58
H -1.76 -1.70 -1.68
H 1.75 2.47 1.00
H 1.48 2.70 -0.70
H 0.14 3.04 0.53
H 2.84 -2.02 -0.40
H 3.75 -0.63 -0.90
H 3.60 -1.07 0.98
```

Output
Relative energy (zero: lowest compared OMol25 entry of this formula, charge and spin)   470.8 kJ/mol
Largest force on an atom   0.1003 hartree/bohr
Multiplicity   1
Energy   -526.312462 Ha
LUMO (spin up / spin down)   0.0060 / -0.0070 Eh
HOMO (spin up / spin down)   -0.27307 / -0.30032 hartree

=====

(3)
# C6H16BrCl6N3O6

7 unconnected molecules or ions with the total composition C6H16BrCl6N3O6 in a non-equilibrium geometry (ωB97M-V/def2-TZVPD, the Open Molecules 2025 dataset).

Geometry as XYZ:
```
38
C6H16BrCl6N3O6 | the Open Molecules 2025 dataset | ωB97M-V/def2-TZVPD
N -0.24 -0.76 -1.05
H -0.82 -1.57 -0.89
H 0.41 -0.81 -0.28
H -0.83 0.06 -1.11
H 0.23 -0.88 -1.93
N 0.52 -1.78 -4.34
O 0.14 -0.93 -3.71
O 0.32 -2.91 -3.87
O 1.01 -1.60 -5.48
N 2.43 -3.88 -0.90
O 1.79 -4.44 -1.80
O 1.84 -3.02 -0.28
O 3.65 -4.04 -0.83
Br -1.69 -4.21 -1.52
Cl 0.43 3.38 -0.64
C -0.81 3.95 -1.82
C -2.18 3.61 -1.55
Cl -2.41 1.80 -1.62
H -0.59 3.50 -2.79
H -0.78 5.04 -1.81
H -2.81 4.06 -2.31
H -2.58 3.91 -0.58
Cl -2.86 -1.00 0.28
C -2.80 -1.85 1.82
C -2.49 -0.91 2.99
Cl -0.77 -0.53 2.97
H -2.04 -2.63 1.76
H -3.80 -2.26 1.96
H -2.71 -1.35 3.96
H -3.10 -0.01 2.92
Cl 3.02 0.11 4.39
C 3.38 1.55 3.41
C 2.56 1.75 2.13
Cl 2.38 0.27 1.14
H 4.46 1.52 3.26
H 3.13 2.32 4.14
H 3.04 2.47 1.47
H 1.57 2.06 2.48
```

Output
Charge   -3
Largest force on an atom   0.2560 hartree/bohr
Multiplicity   2
Energy   -6188.700549 Ha
LUMO (spin up / spin down)   0.2063 / 0.2036 Eh
HOMO (spin up / spin down)   0.13358 / 0.03958 hartree

=====

(4)
# C13H26OP2V

A molecular structure, C13H26OP2V in a non-equilibrium geometry (ωB97M-V/def2-TZVPD, the Open Molecules 2025 dataset).

Geometry as XYZ:
```
43
C13H26OP2V | the Open Molecules 2025 dataset | ωB97M-V/def2-TZVPD
V 0.25 -0.21 -0.11
H -1.60 -0.65 -0.31
H -1.62 0.17 -0.31
P 0.01 -2.28 -0.99
P 0.00 1.77 -1.33
C 1.42 2.74 -0.73
H 1.26 3.81 -0.95
H 1.58 2.63 0.35
H 2.34 2.41 -1.24
C 0.01 2.13 -3.12
H -0.85 1.64 -3.60
H -0.05 3.22 -3.28
H 0.93 1.74 -3.56
C -1.50 2.64 -0.76
H -1.66 2.52 0.31
H -1.41 3.72 -0.99
H -2.37 2.24 -1.29
C 0.21 -2.62 -2.78
H 0.14 -3.70 -2.98
H -0.56 -2.10 -3.36
H 1.19 -2.26 -3.12
C 1.27 -3.41 -0.30
H 1.18 -3.45 0.79
H 1.13 -4.42 -0.71
H 2.28 -3.05 -0.55
C -1.54 -3.20 -0.64
H -2.38 -2.70 -1.14
H -1.45 -4.23 -1.00
H -1.73 -3.20 0.44
C 2.13 -0.33 -0.02
O 3.30 -0.46 -0.02
H 0.03 0.09 -1.67
C -0.16 1.04 4.70
C -0.23 -0.29 4.26
C -0.24 -0.59 2.88
C -0.15 0.46 1.97
C -0.12 1.79 2.38
C -0.12 2.08 3.76
H -0.16 1.27 5.76
H -0.28 -1.09 4.99
H -0.31 -1.62 2.53
H -0.09 2.61 1.65
H -0.08 3.12 4.09
```

Output
Charge   +1
Largest force on an atom   0.1299 hartree/bohr
Multiplicity   3
Energy   -2212.539321 Ha
LUMO (spin up / spin down)   -0.1364 / -0.1640 Eh
HOMO (spin up / spin down)   -0.40777 / -0.42241 hartree

=====

(5)
# C33H78As3BrN4RuSi

A molecular structure, C33H78As3BrN4RuSi in a non-equilibrium geometry (ωB97M-V/def2-TZVPD, the Open Molecules 2025 dataset).

Geometry as XYZ:
```
121
C33H78As3BrN4RuSi | the Open Molecules 2025 dataset | ωB97M-V/def2-TZVPD
Ru -1.74 -0.62 -0.73
C -5.16 0.84 0.80
C -5.29 -0.50 0.05
N -4.30 -0.77 -0.99
C -4.65 -1.99 -1.71
C -3.55 -2.46 -2.66
N -2.24 -2.61 -2.02
C -1.91 -3.95 -1.50
C -2.77 -4.49 -0.36
C -2.94 -3.58 0.87
N -1.90 -2.56 1.03
C -1.96 -1.92 2.36
C -3.01 -0.81 2.44
N -2.76 0.21 1.41
C -3.76 1.26 1.30
H -5.83 0.77 1.65
H -5.54 1.64 0.16
H -6.30 -0.51 -0.38
H -5.26 -1.32 0.77
H -4.31 0.02 -1.65
H -5.57 -1.85 -2.29
H -4.86 -2.77 -0.98
H -3.44 -1.73 -3.46
H -3.87 -3.41 -3.12
H -1.53 -2.42 -2.73
H -0.86 -3.90 -1.19
H -1.97 -4.69 -2.32
H -2.29 -5.42 -0.05
H -3.76 -4.76 -0.73
H -2.97 -4.21 1.76
H -3.89 -3.05 0.83
H -0.99 -3.00 0.94
H -0.98 -1.50 2.57
H -2.20 -2.67 3.13
H -2.96 -0.36 3.44
H -4.01 -1.21 2.32
H -1.89 0.68 1.68
H -3.33 1.99 0.60
H -3.89 1.77 2.26
C 0.90 -1.99 -3.97
As 0.65 -0.43 -2.79
C 2.47 -0.44 -2.04
C 0.96 1.01 -4.15
C 0.41 2.41 -3.86
C 0.79 2.88 -2.46
C -1.11 2.43 -4.02
As -2.28 1.48 -2.70
C -3.61 1.03 -4.08
C -3.22 3.04 -1.95
C 1.06 3.31 -4.94
As 0.95 5.33 -5.03
C 2.11 6.00 -3.60
C -0.81 6.03 -4.48
H 1.74 -1.81 -4.64
H 0.01 -2.18 -4.58
H 1.12 -2.86 -3.36
H 3.19 -0.54 -2.85
H 2.58 -1.30 -1.38
H 2.67 0.46 -1.48
H 0.56 0.65 -5.10
H 2.05 1.05 -4.25
H 0.40 2.18 -1.71
H 0.35 3.86 -2.26
H 1.87 2.95 -2.35
H -1.35 2.00 -5.00
H -1.46 3.46 -4.02
H -3.81 1.94 -4.64
H -4.55 0.67 -3.67
H -3.21 0.29 -4.76
H -3.56 3.70 -2.76
H -2.58 3.60 -1.27
H -4.10 2.71 -1.41
H 0.71 2.97 -5.92
H 2.14 3.16 -4.93
H 3.08 5.50 -3.63
H 1.66 5.86 -2.61
H 2.27 7.06 -3.76
H -1.59 5.71 -5.17
H -0.74 7.12 -4.55
H -1.07 5.76 -3.46
C 4.02 1.32 1.54
C 3.93 1.03 3.05
C 3.07 2.15 3.66
C 5.33 1.10 3.67
Si 3.20 -0.74 3.42
Br 0.39 -0.11 0.59
C 3.95 -2.32 2.55
C 4.85 -3.03 3.57
C 4.79 -1.95 1.33
C 2.86 -3.28 2.07
C 1.95 -0.97 4.91
C 1.36 -2.39 4.96
C 0.78 0.02 4.81
C 2.72 -0.72 6.21
H 4.34 2.35 1.41
H 3.04 1.20 1.07
H 4.74 0.69 1.04
H 3.54 3.10 3.44
H 2.99 2.07 4.74
H 2.08 2.16 3.21
H 5.74 2.09 3.49
H 6.01 0.38 3.23
H 5.31 0.94 4.75
H 5.66 -2.39 3.91
H 5.30 -3.90 3.09
H 4.31 -3.38 4.44
H 5.62 -1.30 1.58
H 4.17 -1.47 0.57
H 5.20 -2.86 0.90
H 2.30 -3.72 2.89
H 3.34 -4.10 1.53
H 2.17 -2.78 1.40
H 0.74 -2.59 4.09
H 0.72 -2.46 5.85
H 2.12 -3.15 5.06
H 0.38 0.06 3.80
H 1.08 1.02 5.10
H -0.01 -0.29 5.49
H 3.51 -1.46 6.36
H 2.04 -0.80 7.05
H 3.17 0.27 6.24
```

Output
Relative energy (zero: lowest compared OMol25 entry of this formula, charge and spin)   231.9 kJ/mol
Charge   +3
Largest force on an atom   0.0327 hartree/bohr
Multiplicity   2
Energy   -11187.956724 Ha
LUMO (spin up / spin down)   -0.3638 / -0.3291 Eh
HOMO (spin up / spin down)   -0.49700 / -0.49712 hartree

=====

(6)
# CH7O3

A molecular structure, CH7O3 in a non-equilibrium geometry (ωB97M-V/def2-TZVPD, the Open Molecules 2025 dataset).

Geometry as XYZ:
```
11
CH7O3 | the Open Molecules 2025 dataset | ωB97M-V/def2-TZVPD
C -1.01 -0.74 -0.48
O 0.14 -0.10 0.06
H -1.21 -1.66 -0.02
H -1.84 -0.01 -0.20
H -0.91 -0.96 -1.60
H 0.46 -0.49 1.68
H 1.81 -0.33 1.86
O 1.15 -0.80 2.36
H 0.34 2.50 -1.31
H 0.35 0.91 -0.69
O 0.72 1.68 -1.66
```

Output
Relative energy (zero: lowest compared OMol25 entry of this formula, charge and spin)   74.3 kJ/mol
Charge   -1
Largest force on an atom   0.0577 hartree/bohr
Multiplicity   1
Energy   -268.011076 Ha
LUMO   0.1637 Eh
HOMO   -0.15593 hartree

=====

(7)
# C10H18N

2 unconnected molecules or ions with the total composition C10H18N in a non-equilibrium geometry (ωB97M-V/def2-TZVPD, the Open Molecules 2025 dataset).

Geometry as XYZ:
```
29
C10H18N | the Open Molecules 2025 dataset | ωB97M-V/def2-TZVPD
C 0.82 -2.51 -0.36
C 1.52 -2.90 1.00
C 1.19 -0.98 -0.83
C 0.82 -0.38 -2.11
C 1.69 -0.08 0.03
C 1.05 0.88 -2.53
C 1.87 1.34 -0.31
C 1.42 1.83 -1.50
H 1.05 -3.25 -1.16
H -0.38 -2.68 -0.22
H 2.52 -2.61 1.14
H 0.38 -1.29 -2.71
H 1.73 -0.29 1.17
H 1.04 1.04 -3.69
H 2.36 2.02 0.39
H 1.38 2.96 -1.79
H 1.27 -3.96 1.18
H 1.05 -2.36 1.75
C -2.28 1.75 0.89
C -2.76 0.81 2.05
N -1.28 1.02 -0.07
H -2.92 2.34 0.32
H -1.78 2.67 1.32
H -2.01 0.04 2.16
H -3.81 0.45 1.93
H -1.13 0.17 0.22
H -1.57 0.94 -0.95
H -0.35 1.53 -0.17
H -2.91 1.50 2.86
```

Output
Relative energy (zero: lowest compared OMol25 entry of this formula, charge and spin)   284.7 kJ/mol
Charge   +1
Largest force on an atom   0.1532 hartree/bohr
Multiplicity   1
Energy   -446.239273 Ha
LUMO   -0.1065 Eh
HOMO   -0.47583 hartree

=====

(8)
# C5H39N2O14

14 unconnected molecules or ions with the total composition C5H39N2O14 in a non-equilibrium geometry (ωB97M-V/def2-TZVPD, the Open Molecules 2025 dataset).

Geometry as XYZ:
```
60
C5H39N2O14 | the Open Molecules 2025 dataset | ωB97M-V/def2-TZVPD
C 3.01 -0.35 1.56
C 1.81 0.41 2.07
C 0.41 0.06 1.63
C -0.30 0.73 0.74
N -1.69 0.60 0.37
C -2.57 0.45 1.56
N 2.95 -1.81 1.33
H 3.41 0.23 0.72
H 3.86 -0.12 2.22
H 1.71 0.34 3.16
H 1.99 1.45 1.80
H 0.00 -0.90 1.90
H 0.04 1.57 0.18
H -1.93 0.06 2.34
H -2.98 1.40 1.94
H 3.80 -2.13 0.84
H 2.15 -1.95 0.72
H 2.92 -2.32 2.23
H -0.58 -3.48 -3.40
H -3.81 -0.63 0.42
O -3.76 -0.25 1.33
H -0.57 3.04 3.52
H -0.98 1.60 3.65
O -1.16 2.38 3.12
H 4.01 0.90 -1.57
H 3.64 2.13 -0.77
O 4.23 1.35 -0.76
H 1.91 -0.41 -2.48
H 3.13 -1.34 -2.47
O 2.25 -1.24 -2.84
H 2.92 -3.85 -1.24
H 1.91 -2.68 -1.64
O 2.50 -3.04 -0.95
H -0.17 -2.81 1.92
H 0.92 -3.61 2.82
O 0.73 -3.14 2.00
H -1.03 -3.64 -1.99
H -3.75 -0.86 -1.69
O -0.27 -3.81 -2.56
H 2.19 3.58 -2.05
H 1.37 3.19 -0.84
O 2.04 2.84 -1.46
H -3.68 2.94 0.12
H -3.15 3.07 -1.28
O -3.90 2.71 -0.79
H -0.89 2.09 -2.45
H -1.74 3.27 -1.88
O -0.85 2.95 -2.03
H -0.51 3.34 0.54
H -0.05 4.66 -0.03
O 0.27 3.91 0.47
H -1.21 -3.72 0.11
H -2.67 -3.46 0.40
O -1.81 -3.04 0.40
H -1.23 -0.43 -1.86
H -0.03 -0.64 -2.80
O -0.38 -0.06 -2.11
H -1.91 1.46 -0.11
H -2.55 -1.31 -0.70
O -3.47 -1.44 -0.98
```

Output
Relative energy (zero: lowest compared OMol25 entry of this formula, charge and spin)   194.3 kJ/mol
Largest force on an atom   0.0468 hartree/bohr
Multiplicity   2
Energy   -1376.573057 Ha
LUMO (spin up / spin down)   -0.0129 / -0.0146 Eh
HOMO (spin up / spin down)   -0.09331 / -0.31303 hartree